Record 1
{"formula": "CH8N2Si", "method": "wB97M-V/def2-TZVPD", "symbols": ["C", "Si", "H", "H", "H", "H", "N", "N", "H", "H", "H", "H"], "xyz": [[0.1830, 1.6470, -1.8983], [-1.3210, 1.2118, -1.1074], [1.1925, 1.7113, -1.4872], [0.1465, 1.5711, -3.0433], [-2.4876, 0.7578, -1.9689], [-1.5315, 0.9605, 0.2390], [1.0754, -1.7261, 1.1388], [0.2534, -0.9484, 2.0686], [0.8481, -1.3193, 0.2031], [0.8735, -2.6675, 1.2288], [0.1217, -0.0230, 1.6657], [0.6461, -1.1754, 2.9613]], "nbo_charge": [-1.09, 0.95, 0.23, 0.24, -0.15, -0.18, -0.69, -0.72, 0.35, 0.34, 0.36, 0.36], "lumo_ev": 0.1, "orbital_gap_ev": 8.0}


Record 2
{"formula": "C21H36CoP2", "method": "wB97M-V/def2-TZVPD", "symbols": ["P", "P", "C", "C", "H", "H", "H", "H", "C", "H", "H", "H", "C", "H", "H", "H", "C", "H", "H", "H", "C", "H", "H", "H", "Co", "C", "C", "C", "C", "C", "C", "C", "C", "C", "H", "H", "H", "H", "H", "H", "H", "H", "H", "H", "H", "H", "H", "H", "H", "C", "C", "C", "C", "C", "C", "H", "H", "H", "H", "H"], "xyz": [[2.3886, 1.2776, -1.1866], [0.5722, -2.2535, -1.7304], [2.7354, -0.4306, -1.6545], [1.6862, -1.0867, -2.5840], [2.9051, -0.9958, -0.7174], [3.7074, -0.4044, -2.1841], [1.0699, -0.3393, -3.1124], [2.2356, -1.6650, -3.3427], [1.6136, -3.7069, -1.4341], [1.0404, -4.4590, -0.8767], [2.5054, -3.4379, -0.8505], [1.9313, -4.1302, -2.3954], [-0.7540, -2.6838, -2.8379], [-0.4265, -3.4988, -3.4958], [-1.0303, -1.8218, -3.4572], [-1.6291, -3.0160, -2.2677], [3.8870, 1.7957, -0.2633], [3.6969, 2.7643, 0.2186], [4.7254, 1.8910, -0.9611], [4.1224, 1.0564, 0.5086], [2.5154, 2.3581, -2.6719], [1.9088, 1.9738, -3.5087], [3.5644, 2.3998, -2.9925], [2.1721, 3.3803, -2.4413], [-3.3523, 1.1256, 2.0922], [0.1418, -1.7748, -0.1120], [1.1039, -1.6028, 0.9688], [1.6428, -0.3963, 1.5498], [1.0401, 1.0420, 1.4405], [1.2765, 1.8001, 0.1294], [0.5171, 1.5379, -1.1245], [-0.6439, 0.5600, -1.2807], [-0.8573, -0.5615, -0.2523], [-2.5640, 2.8125, 2.2884], [-0.4442, -2.6700, 0.2037], [1.3922, -2.5291, 1.4585], [2.7127, -0.3219, 1.2791], [1.6078, -0.6204, 2.6348], [-0.0148, 1.1111, 1.7574], [1.5807, 1.6132, 2.2143], [1.4579, 2.8667, 0.3386], [0.2766, 2.4466, -1.6966], [-0.6754, 0.1748, -2.3167], [-1.5510, 1.1982, -1.2172], [-0.9124, -0.0612, 0.7116], [-1.8682, -0.9732, -0.4182], [-3.4207, 3.4792, 2.0866], [-1.7596, 2.8567, 1.5368], [-2.1758, 2.8999, 3.3170], [-4.5124, 0.2157, 3.4885], [-3.1546, -0.0156, 3.7447], [-2.3270, -0.5440, 2.7249], [-2.8621, -0.6279, 1.4642], [-4.1622, -0.3349, 1.1126], [-5.0149, 0.1349, 2.1698], [-5.1499, 0.5888, 4.2929], [-2.7236, 0.2039, 4.7126], [-1.2803, -0.7610, 2.9206], [-4.4529, -0.3313, 0.0651], [-6.0143, 0.4908, 1.9538]], "nbo_charge": [1.65, 1.68, -0.77, -0.75, 0.26, 0.26, 0.27, 0.25, -0.97, 0.26, 0.27, 0.24, -0.99, 0.26, 0.28, 0.29, -1.03, 0.24, 0.21, 0.22, -0.96, 0.23, 0.22, 0.26, 0.74, -0.70, -0.06, -0.49, -0.39, -0.60, -0.61, -0.41, -0.46, -1.23, 0.27, 0.18, 0.21, 0.24, 0.25, 0.22, 0.23, 0.21, 0.15, 0.24, 0.30, 0.29, 0.20, 0.18, 0.20, -0.31, -0.26, -0.34, -0.45, -0.35, -0.30, 0.22, 0.21, 0.17, 0.19, 0.21], "lumo_ev": [-0.2, -0.3], "spin_multiplicity": 4, "orbital_gap_ev": [4.3, 4.4]}